Entry w
# C3H4OS

C3H4OS in the gas phase (ωB97M-V/def2-TZVPD, the Open Molecules 2025 dataset).

## Properties
**Kohn-Sham gap**: 8.6171 eV

Each atom is followed by the atoms it is bonded to, with distances in Å.
Element x y z (Å)
1 S 0.1956 -2.7117 -0.1047  C2 1.604
2 C 0.7142 -1.1951 -0.1558  S1 1.604, C3 1.564, H6 1.057
3 C -0.1602 0.0191 -0.6118  C2 1.564, C4 1.412, O5 1.363, H7 1.100
4 C -0.4109 1.0021 0.3705  C3 1.412, O5 1.523, H8 1.298, H9 1.082
5 O 0.2131 1.2732 -0.9919  C3 1.363, C4 1.523
6 H 1.5549 -0.7024 0.2532  C2 1.057
7 H -1.2167 -0.2847 -0.5837  C3 1.100
8 H 0.5159 1.2247 1.2512  C4 1.298
9 H -1.4060 1.3748 0.5732  C4 1.082

***

Entry x
# C3H4OS

C3H4OS in the gas phase (ωB97M-V/def2-TZVPD, the Open Molecules 2025 dataset).

## Properties
**Kohn-Sham gap**: 7.5759 eV

Each atom is followed by the atoms it is bonded to, with distances in Å.
Element x y z (Å)
1 C -0.5661 0.9589 0.0036  C2 1.383, H6 1.119, H7 1.132, H8 1.116
2 C -0.4694 -0.4206 0.0386  C1 1.383, O3 1.248, C4 1.454
3 O -1.4573 -1.1763 0.1349  C2 1.248
4 C 0.8694 -0.9837 -0.0290  C2 1.454, S5 1.655, H9 1.098
5 S 2.3507 -0.2564 0.0966  C4 1.655
6 H -1.5371 1.1602 -0.5146  C1 1.119
7 H 0.3425 1.4597 -0.4491  C1 1.132
8 H -0.6726 1.2550 1.0748  C1 1.116
9 H 1.1398 -1.9969 -0.3558  C4 1.098

***

Which of them is the least stable? Correct choice: entry w.

***

Entry w
# C3H4OS

C3H4OS in the gas phase (ωB97M-V/def2-TZVPD, the Open Molecules 2025 dataset).

## Properties
**Kohn-Sham gap**: 7.9571 eV

Each atom is followed by the atoms it is bonded to, with distances in Å.
Element x y z (Å)
1 C -1.4386 0.5583 -0.1362  C2 1.717, H6 1.185, H7 1.017, H8 1.014
2 C -0.0183 -0.3670 0.1371  C1 1.717, O3 1.171, C4 1.838
3 O -0.2824 -1.3641 0.6905  C2 1.171
4 C 1.7874 -0.4239 -0.2022  C2 1.838, S5 1.595, H9 1.103
5 S 2.7535 0.6607 0.4563  C4 1.595
6 H -1.2263 1.7090 0.0486  C1 1.185
7 H -2.0217 0.2302 0.6302  C1 1.017
8 H -1.6391 0.4400 -1.1231  C1 1.014
9 H 2.0855 -1.4431 -0.5013  C4 1.103

***

Entry x
# C3H4OS

C3H4OS in the gas phase (ωB97M-V/def2-TZVPD, the Open Molecules 2025 dataset).

## Properties
**Kohn-Sham gap**: 9.7965 eV

Each atom is followed by the atoms it is bonded to, with distances in Å.
Element x y z (Å)
1 C -0.1147 0.2621 0.0787  C2 1.296, C3 1.488, S5 1.734
2 C -0.3902 1.3929 -0.4922  C1 1.296, H6 1.043, H7 1.048
3 C 0.7211 -0.8913 -0.3513  C1 1.488, S5 1.999, H8 1.048, H9 1.000
4 O -1.1015 -1.3389 1.8443  S5 1.454
5 S 0.1339 -0.6338 1.5422  C1 1.734, C3 1.999, O4 1.454
6 H -0.8729 2.1118 0.0884  C2 1.043
7 H -0.1849 1.4690 -1.5170  C2 1.048
8 H 0.1136 -1.6655 -0.7125  C3 1.048
9 H 1.6956 -0.7062 -0.4806  C3 1.000

***

Entry y
# C3H4OS

C3H4OS in the gas phase (ωB97M-V/def2-TZVPD, the Open Molecules 2025 dataset).

## Properties
**Kohn-Sham gap**: 8.5501 eV

Each atom is followed by the atoms it is bonded to, with distances in Å.
Element x y z (Å)
1 O -2.0044 1.3420 -1.5542  C2 1.206
2 C -1.4988 0.4349 -0.9418  O1 1.206, C3 1.481, H6 1.097
3 C -0.2321 0.7091 -0.2258  C2 1.481, C4 1.555, H7 1.096, H8 1.087
4 C 0.2170 -0.4742 0.6778  C3 1.555, S5 1.613, H9 1.087
5 S 1.7183 -0.9835 0.9751  C4 1.613
6 H -1.8987 -0.5844 -0.8778  C2 1.097
7 H -0.3588 1.5362 0.4815  C3 1.096
8 H 0.5213 1.0135 -0.9481  C3 1.087
9 H -0.6371 -0.9847 1.1149  C4 1.087

***

Which of them is the least stable? Correct choice: entry x.

***

Entry w
# C3H4OS

C3H4OS in the gas phase (ωB97M-V/def2-TZVPD, the Open Molecules 2025 dataset).

## Properties
**Kohn-Sham gap**: 9.3053 eV

Each atom is followed by the atoms it is bonded to, with distances in Å.
Element x y z (Å)
1 C 0.8666 -1.1022 1.3925  C2 1.341, H6 1.169, H7 1.034
2 C 0.3273 -0.4901 0.3279  C1 1.341, S3 1.735, H8 1.166
3 S -0.8899 0.7391 0.4655  C2 1.735, C4 1.868
4 C -0.9916 1.2398 -1.3312  S3 1.868, O5 1.246, H9 1.183
5 O -0.3079 0.9342 -2.3274  C4 1.246
6 H 0.4745 -1.0836 2.4933  C1 1.169
7 H 1.7637 -1.4881 1.0525  C1 1.034
8 H 0.8620 -0.3868 -0.7027  C2 1.166
9 H -2.1048 1.6377 -1.3706  C4 1.183

***

Entry x
# C3H4OS

C3H4OS in the gas phase (ωB97M-V/def2-TZVPD, the Open Molecules 2025 dataset).

## Properties
**Kohn-Sham gap**: 9.5258 eV

Each atom is followed by the atoms it is bonded to, with distances in Å.
Element x y z (Å)
1 C -0.4000 0.6565 -0.5518  C2 1.324, C3 1.486, H6 1.036
2 C -0.9359 -0.5356 -0.7618  C1 1.324, S5 2.094, H7 1.156
3 C 0.4754 0.6330 0.6487  C1 1.486, S5 1.963, H8 1.177, H9 1.145
4 O 1.3224 -1.9041 0.3902  S5 1.446
5 S 0.1157 -1.2824 0.8880  C2 2.094, C3 1.963, O4 1.446
6 H -0.9098 1.5207 -0.8116  C1 1.036
7 H -1.5586 -1.0072 -1.6138  C2 1.156
8 H 1.5948 0.5675 0.2906  C3 1.177
9 H 0.2960 1.3516 1.5215  C3 1.145

***

Which of them is the least stable? Correct choice: entry x.